[1]
Density functional theory data (wB97M-V/def2-TZVPD) for C3H10N2 as an isolated structure.

Structure (XYZ):
```
15
Properties=species:S:1:pos:R:3:forces:R:3
C 0.89391 -1.32710 -1.90909 0.0632 -0.1189 0.0756
N -0.03538 -0.23695 -1.60679 -1.0812 -0.4396 1.5075
H -0.46898 0.14539 -2.44032 -0.1625 -0.0602 0.2977
H -0.77977 -0.53408 -0.81237 1.4565 0.7022 -2.0417
H 0.41839 -2.12965 -2.47978 0.0231 0.0826 0.0689
H 1.75334 -0.95436 -2.46883 -0.0951 0.0262 0.0328
H 1.25863 -1.73624 -0.96777 0.0078 0.0084 -0.0502
C -0.60289 0.97271 2.58680 -0.0068 0.2124 0.2521
C -0.25057 0.84863 1.14963 -1.6854 -1.9352 -1.5313
N 0.51862 1.38897 0.38251 0.9139 -0.1110 -1.2937
H 0.42535 0.65784 -0.84164 -0.2015 0.6504 1.1778
H -1.05206 -0.10441 0.55751 0.7949 1.0458 1.5338
H -0.04335 1.79401 3.03332 0.0135 0.0226 0.0000
H -1.67159 1.16229 2.69497 0.0067 -0.0448 0.0215
H -0.36363 0.05296 3.12184 -0.0470 -0.0410 -0.0508
```
Positions in Å, forces in eV/Å.

Calculated values
- energy relative to the best compared isomer or geometry (same formula, charge and spin) (eV) = 2.949
- Kohn-Sham gap (eV) = 8.1
- charge = 0
- E_LUMO (eV) = 0.79

Results of the Mulliken charge analysis, in e, for atoms 1 through 6: C -0.78; N -0.44; H 0.26; H 0.35; H 0.32; H 0.32

[2]
Density functional theory data (wB97M-V/def2-TZVPD) for C18H20N2O4S as an isolated structure.

Structure (XYZ):
```
45
Properties=species:S:1:pos:R:3:forces:R:3
C 2.62979 -3.91366 -1.01563 2.7040 0.0016 -4.1201
C 1.96774 -2.53797 -0.64553 1.4804 -3.0022 -1.6404
O 2.13610 -1.47265 -1.20619 0.3483 -1.0679 0.4461
N 1.09546 -2.76663 0.35690 3.1834 -0.7177 -1.8300
C 0.60590 -1.65365 0.83641 -11.1692 -2.2742 3.7465
C 1.09647 -0.53527 1.18434 -12.8548 2.5081 4.5178
C 0.40070 0.49235 1.84765 -0.8686 0.9286 -1.8229
C -0.95405 0.43292 1.91106 -1.9074 2.5424 2.8570
C -1.60061 -0.81503 1.78068 -2.9585 3.0551 2.6103
C -0.90987 -1.79834 1.31971 1.1687 -5.6580 -3.3925
O -1.83219 -3.09127 1.13509 4.7433 2.2694 -0.6228
C -1.04573 -4.15007 0.34910 5.0699 2.3806 16.9096
C 0.68911 -4.02863 0.76986 -6.0342 -2.5647 0.6789
H 0.51465 -4.17231 1.88882 1.2089 0.2775 -1.4034
H 1.01271 -4.93070 0.19806 0.4191 1.2849 0.9643
H -1.15195 -3.94942 -0.47144 -2.2312 2.8849 -16.1553
H -1.38997 -4.90709 0.88044 -1.4558 -4.3322 0.9900
H -2.62506 -0.93661 2.26951 1.3624 0.0293 -1.3464
H -1.57632 1.40059 2.34537 1.7663 -2.6932 -1.3540
S 1.09114 2.10348 1.81947 4.7443 -2.4810 -0.6421
O 2.51592 1.95595 2.24163 -2.9190 0.7906 -0.0892
O 0.16658 2.98658 2.42246 -0.6117 1.2729 0.6802
N 1.28815 2.36958 0.09049 0.9723 0.2349 5.2126
C 0.11480 2.11562 -0.52235 -0.7699 -3.0524 -7.1041
C -0.96588 2.96821 -0.75081 8.0574 6.6139 10.6009
C -2.11067 2.81004 -1.16730 -5.7661 -2.4881 -2.7614
C -1.94737 1.70876 -1.98138 -15.0914 3.5077 -3.4279
C -1.13773 0.90149 -2.34968 13.2895 -7.0624 0.9664
C 0.17679 1.05797 -1.44720 -4.5191 1.8839 -0.9231
H 1.05110 0.55319 -1.62017 1.8361 -1.5650 -0.1299
H -1.12195 0.06381 -3.04908 -0.5138 0.6146 0.1242
H -2.95295 1.44233 -2.69610 1.6432 1.0830 1.8872
C -3.34578 3.60345 -0.92313 -1.1001 -2.0408 1.4586
H -3.35052 4.20698 -1.76715 -0.9748 1.6037 -1.4661
H -3.10343 4.19533 -0.02804 -0.6954 -0.0515 -0.2661
H -4.38260 2.96845 -0.82145 2.8540 1.5423 -0.2500
H -0.79928 3.81670 0.10017 -0.5922 -0.9590 -1.9664
C 2.08005 3.55164 0.00746 -2.8549 1.6965 -8.7856
H 2.51939 3.46121 -1.25670 -1.2197 0.6247 3.5510
H 2.90422 3.43619 0.49983 4.6354 -0.4816 3.2990
H 1.63005 4.58047 0.05962 0.0468 -1.1611 0.3024
H 1.92065 -0.50911 1.01915 17.6616 1.9113 -3.2161
H 2.02295 -4.69961 -1.58855 0.2664 1.7827 0.2155
H 3.59698 -3.70447 -1.68849 -2.3679 -0.1343 1.0468
H 3.07651 -4.61083 -0.33692 0.0139 0.4618 1.6508
```
Positions in Å, forces in eV/Å.

Calculated values
- energy relative to the best compared isomer or geometry (same formula, charge and spin) (eV) = 17.320
- Kohn-Sham gap (eV) = 9.0
- charge = 0
- E_LUMO (eV) = 0.39

Results of the Mulliken charge analysis, in e, for atoms 1 through 6: C -1.59; C 0.67; O -0.54; N 0.22; C -0.12; C -1.54